Entry 1:
C30H33N2OS | ωB97M-V/def2-TZVPD

Structure (XYZ):
```
67
Properties=species:S:1:pos:R:3:forces:R:3:nbo_charge:R:1
C -1.252625 -0.554861 2.381549 -0.263 -0.011 -0.150 -0.733
S 0.079850 0.555876 1.889832 0.357 -0.607 2.217 0.194
C 1.435056 -0.549190 2.354809 0.186 0.019 -0.089 -0.739
H -2.187459 0.012059 2.332894 0.124 -0.211 0.033 0.238
H -1.293716 -1.403507 1.689333 -0.096 0.120 0.241 0.223
H -1.088984 -0.904076 3.408645 -0.083 0.137 -0.291 0.235
H 2.374190 0.014766 2.316103 -0.171 -0.151 0.045 0.224
H 1.281590 -0.917257 3.377734 0.098 0.135 -0.310 0.239
H 1.476896 -1.389698 1.652194 0.072 0.101 0.239 0.220
C 4.819868 5.083353 -3.073748 -0.162 0.291 -0.299 -0.424
N 4.478552 3.866257 -2.377634 0.561 -0.478 0.743 -0.432
C 5.323891 3.285452 -1.466316 0.717 1.094 -0.395 0.688
O 6.461214 3.667699 -1.204103 -1.548 -0.807 -0.189 -0.592
C 4.580030 2.119971 -0.830378 0.578 -0.524 -0.400 -0.138
C 4.467916 2.270532 0.682319 0.207 0.187 0.187 -0.418
C 3.728290 3.533484 1.048404 -0.062 0.132 0.428 -0.073
C 4.408772 4.756126 1.060409 -0.045 0.067 -0.077 -0.166
C 3.726608 5.940566 1.334476 -0.167 -0.111 -0.038 -0.213
C 2.352296 5.911689 1.599927 0.064 -0.188 -0.053 -0.208
C 1.675769 4.687407 1.623827 0.110 0.043 0.025 -0.196
C 2.372184 3.502105 1.379920 0.000 0.137 -0.258 -0.226
N 3.285086 2.152075 -1.512375 -2.047 -1.146 0.728 -0.299
C 2.225061 1.438900 -1.100507 2.072 1.056 -0.096 0.255
C 0.956870 1.581269 -1.660523 -1.631 -0.246 -0.450 -0.385
C -0.225656 1.261702 -1.010022 0.830 0.461 -1.631 0.025
C -1.497683 1.417580 -1.682663 -1.181 0.211 -0.891 -0.159
C -2.672621 1.758858 -0.959810 0.650 -0.190 -0.159 -0.146
C -3.875128 2.010438 -1.615272 0.047 -0.048 -0.204 -0.215
C -3.962274 1.882638 -3.009766 0.426 -0.063 0.317 -0.154
C -2.829096 1.498305 -3.742234 0.045 -0.008 0.187 -0.234
C -1.614227 1.275321 -3.096334 -0.037 0.190 0.504 -0.104
C 3.166543 3.253425 -2.497139 0.382 0.646 0.026 0.106
C 2.850836 2.815606 -3.896832 0.347 -0.521 -0.432 -0.274
C 3.605735 1.908141 -4.544606 -0.435 0.749 0.581 -0.145
C 3.327480 1.407132 -5.878696 -0.152 -0.478 -1.257 -0.016
C 4.280413 0.584789 -6.525842 -0.482 0.398 0.340 -0.202
C 4.039572 0.082078 -7.800546 -0.352 0.110 -0.168 -0.203
C 2.837595 0.386893 -8.460849 0.243 0.099 0.436 -0.188
C 1.885502 1.203560 -7.833315 0.187 0.005 0.178 -0.193
C 2.121717 1.712984 -6.554658 0.535 -0.336 -0.038 -0.217
H 5.848807 5.355423 -2.823414 -0.236 -0.146 -0.015 0.258
H 4.728160 4.938375 -4.155795 0.070 0.035 0.157 0.216
H 4.145227 5.897211 -2.772677 0.150 -0.146 -0.022 0.207
H 5.111737 1.194175 -1.106990 -0.137 0.223 0.191 0.245
H 3.980013 1.382427 1.098756 0.139 0.136 0.046 0.210
H 5.496681 2.317502 1.063977 -0.229 -0.157 -0.061 0.263
H 5.480092 4.768144 0.841840 -0.358 0.071 0.091 0.231
H 4.271606 6.886141 1.329370 -0.204 -0.267 0.047 0.228
H 1.813737 6.839731 1.798325 0.157 -0.289 -0.053 0.227
H 0.605104 4.643412 1.833776 0.339 0.078 0.019 0.221
H 1.852744 2.539256 1.432127 0.114 0.384 0.019 0.196
H 2.406538 0.727715 -0.288734 -0.019 0.357 -0.149 0.227
H 0.911488 1.985720 -2.678475 -0.026 0.013 0.516 0.239
H -0.219197 0.936198 0.033311 0.073 0.164 -0.880 0.217
H -2.595689 1.856996 0.125938 -0.137 0.019 -0.296 0.214
H -4.751633 2.310758 -1.038930 0.266 -0.119 -0.181 0.233
H -4.905879 2.078179 -3.520942 0.285 -0.076 0.164 0.233
H -2.895661 1.375950 -4.825562 0.019 0.029 0.369 0.230
H -0.735298 0.971387 -3.671840 -0.346 0.071 0.130 0.207
H 2.390790 3.974349 -2.177753 0.169 -0.347 0.229 0.218
H 1.997852 3.314894 -4.364745 0.273 -0.301 0.122 0.219
H 4.510599 1.520984 -4.061368 -0.299 0.048 -0.041 0.208
H 5.210131 0.361376 -5.997134 -0.232 -0.009 -0.235 0.215
H 4.786621 -0.548920 -8.283844 -0.239 0.185 0.121 0.228
H 2.646876 -0.011181 -9.458264 0.050 0.127 0.302 0.228
H 0.951636 1.444237 -8.343166 0.276 -0.083 0.123 0.223
H 1.379457 2.345525 -6.061813 0.158 -0.263 -0.296 0.204
```
Forces are in eV/Å.

Charge   +1
Multiplicity   1
DFT total energy   -47501.58545 eV

***

Entry 2:
C30H33N3OS2Tm | ωB97M-V/def2-TZVPD

Structure (XYZ):
```
70
Properties=species:S:1:pos:R:3:forces:R:3:nbo_charge:R:1
Tm -15.652324 -9.871379 2.828866 0.707 -1.176 0.352 1.739
C -13.746189 -7.012553 1.630716 0.615 0.104 -0.118 -0.667
C -15.192673 -7.248749 1.960088 0.456 -1.238 -0.193 0.104
C -16.036805 -7.819430 0.990966 -1.075 0.086 0.314 -0.301
C -17.338660 -8.266170 1.301556 0.375 -0.506 1.066 0.043
C -18.160854 -9.028541 0.308770 -0.714 -0.475 0.353 -0.657
C -17.765345 -8.160919 2.652089 0.660 1.080 -0.792 -0.300
C -16.968141 -7.504371 3.602406 0.163 -0.421 0.496 0.043
C -17.524184 -7.260174 4.990221 0.072 -0.078 -0.245 -0.647
C -15.624241 -7.212819 3.290976 -0.657 0.880 -0.042 -0.322
H -13.525785 -7.062306 0.549249 -0.339 0.265 0.468 0.237
H -13.132008 -7.821271 2.072397 -0.236 0.436 0.030 0.253
H -13.411812 -6.049151 2.047474 0.008 -0.380 -0.244 0.246
H -15.734814 -7.956020 -0.029995 0.438 0.122 -0.285 0.253
H -18.284248 -8.476430 -0.612943 0.021 0.045 -0.263 0.248
H -19.156185 -9.287664 0.708039 0.306 0.459 -0.084 0.234
H -17.727616 -10.011329 0.102379 0.344 0.164 -0.195 0.261
H -18.733475 -8.505783 2.949433 -0.490 -0.128 -0.032 0.248
H -17.497712 -6.196708 5.262690 -0.026 -0.212 -0.273 0.252
H -16.931617 -7.777517 5.751532 -0.150 -0.083 -0.058 0.248
H -18.564783 -7.600901 4.994083 0.219 0.087 0.343 0.225
H -14.960782 -6.881272 4.090551 -0.099 0.067 -0.269 0.262
C -15.757346 -13.635942 6.497329 0.856 0.765 1.740 -0.615
C -14.772862 -12.651816 7.218183 0.121 -0.151 -0.124 -0.215
N -13.574460 -12.246968 6.441172 -0.551 1.215 -0.450 -0.384
C -12.273486 -12.926753 6.679126 -1.077 -0.856 0.174 -0.205
C -11.268956 -12.209088 7.570230 -1.369 -0.075 0.314 -0.619
C -13.663787 -11.260734 5.500118 -0.270 -1.104 0.095 0.436
S -15.100570 -10.212417 5.430946 0.516 -0.365 0.199 -0.370
N -12.607533 -11.175585 4.695860 -0.082 0.560 -0.278 -0.636
C -12.546407 -10.662507 3.479133 -0.849 0.156 -0.366 0.708
O -13.549188 -10.332023 2.725603 1.035 0.226 1.065 -0.786
C -11.184106 -10.537460 2.900761 -0.102 0.296 -0.497 -0.174
C -10.936625 -9.895486 1.673451 0.405 -0.332 0.319 -0.166
C -9.623035 -9.771279 1.223402 0.061 -0.412 0.623 -0.217
C -8.553431 -10.303169 1.967998 -0.553 0.119 0.291 -0.171
C -8.813488 -11.002771 3.150424 -0.348 0.197 -0.410 -0.231
C -10.130315 -11.092978 3.597707 0.742 -0.361 0.380 -0.094
H -16.477070 -13.924847 7.280170 0.131 -0.099 -0.424 0.220
H -15.269297 -14.511637 6.101835 0.156 -0.263 -0.158 0.217
H -16.273434 -13.085261 5.746191 -0.410 0.216 -0.809 0.210
H -14.439585 -13.056600 8.183941 0.050 0.040 -0.384 0.210
H -15.321426 -11.737782 7.422992 -0.070 -0.016 0.208 0.226
H -11.841238 -13.114225 5.713330 0.242 -0.163 -0.329 0.223
H -12.558269 -13.903920 7.106073 0.229 0.343 -0.100 0.204
H -10.963355 -11.306629 7.066259 0.347 0.377 0.092 0.220
H -10.456785 -12.899004 7.707336 0.622 -0.077 0.048 0.226
H -11.692022 -11.988701 8.569895 0.205 0.040 -0.552 0.215
H -11.759423 -9.528927 1.076869 -0.044 0.077 0.020 0.216
H -9.412673 -9.289556 0.285572 -0.012 0.195 -0.180 0.221
H -7.533666 -10.127660 1.646236 -0.071 -0.207 -0.117 0.225
H -8.030615 -11.504059 3.714914 -0.035 0.285 -0.144 0.225
H -10.353979 -11.624882 4.515675 0.093 0.078 -0.103 0.219
S -16.575388 -13.544814 -0.142940 0.395 0.721 1.137 0.385
C -15.116748 -12.790846 -0.657326 -0.045 -1.438 -1.474 -0.373
C -14.666154 -11.812684 0.144802 0.056 0.326 0.137 -0.265
C -15.519350 -11.576424 1.263206 -0.246 0.309 -0.042 -0.500
C -16.554314 -12.470282 1.283865 -0.157 -0.461 -0.521 -0.273
C -17.486831 -12.531769 2.412351 -0.557 0.315 -0.922 0.235
C -18.387557 -13.590344 2.625589 0.038 -0.091 0.637 -0.248
C -19.208951 -13.536996 3.750553 -0.345 0.072 0.244 -0.118
C -19.177429 -12.416671 4.600744 1.021 0.562 -0.766 -0.280
C -18.245499 -11.410183 4.309914 -0.607 -1.183 -1.066 0.081
N -17.463766 -11.426910 3.203261 -0.243 -0.698 1.022 -0.572
H -14.648312 -13.207644 -1.560782 -0.222 0.416 0.464 0.242
H -13.733334 -11.300901 -0.067614 -0.127 0.077 0.132 0.223
H -18.403225 -14.462746 1.953926 0.100 0.577 0.403 0.245
H -19.894218 -14.359445 4.015645 0.393 0.448 -0.427 0.237
H -19.850676 -12.270348 5.430190 0.052 -0.296 0.154 0.238
H -18.120315 -10.564817 4.946797 -0.069 0.540 0.416 0.204
```
Forces are in eV/Å.

ΔE to the lowest compared entry with this formula, charge and spin   0.0 kcal/mol
Expectation value of S²   2.003
Charge   +1
Multiplicity   3
DFT total energy   -89361.67018 eV

***

Entry 3:
C30H34BN2 | ωB97M-V/def2-TZVPD

Structure (XYZ):
```
67
Properties=species:S:1:pos:R:3:forces:R:3:nbo_charge:R:1
C -5.861549 0.422042 7.134227 0.049 -0.456 -0.052 -0.398
N -4.803214 -0.245731 6.391841 -0.299 -0.356 -0.019 -0.475
C -5.180807 -0.614331 5.032688 0.072 0.224 0.359 -0.404
C -3.456262 -0.074173 6.726065 -0.121 0.418 -0.165 0.230
C -2.905405 -0.733926 7.849564 -0.084 0.152 -0.639 -0.238
C -1.543195 -0.661662 8.071882 -0.140 0.116 -0.062 -0.193
C -0.727923 0.191021 7.294405 -0.589 0.050 -0.374 -0.098
C 0.726762 0.221707 7.508510 -0.444 0.039 -0.101 0.262
C 1.613863 1.280589 6.974733 0.742 0.270 0.060 -0.165
C 2.886894 0.709724 6.694754 -0.682 1.096 -0.600 0.014
C 3.836323 1.413441 5.964724 -0.057 -0.334 0.571 -0.196
C 3.564053 2.735586 5.585759 -0.478 -0.028 0.385 -0.141
C 2.334113 3.333956 5.926183 0.210 -0.312 0.046 -0.236
C 1.355658 2.610892 6.627674 0.028 -0.230 0.133 -0.084
C 2.836434 -0.714264 7.003447 -0.838 -1.127 -0.171 -0.012
C 1.527204 -1.029742 7.470047 0.521 -0.162 -0.080 -0.059
C 1.104502 -2.359945 7.543145 0.169 0.271 0.065 -0.152
C 2.017609 -3.375312 7.214229 0.398 0.255 -0.118 -0.212
C 3.306327 -3.052870 6.736215 -0.443 0.011 0.430 -0.145
C 3.704885 -1.714511 6.597355 -0.032 0.409 0.435 -0.185
C -1.335064 0.974088 6.289091 0.515 -0.352 -0.014 -0.166
C -2.658518 0.775683 5.944102 -0.255 -0.169 0.464 -0.249
H -5.455231 0.897488 8.029384 -0.106 -0.065 -0.064 0.199
H -6.351542 1.182718 6.503528 0.148 -0.037 0.209 0.190
H -6.621591 -0.319907 7.417934 0.019 0.308 0.096 0.201
H -4.318281 -1.033764 4.516558 -0.099 -0.052 -0.028 0.213
H -5.973353 -1.375734 5.096483 0.189 0.217 -0.209 0.209
H -5.557179 0.250818 4.464852 0.013 -0.162 -0.017 0.181
H -3.572759 -1.347259 8.456349 0.302 0.099 -0.118 0.238
H -1.106792 -1.231078 8.894428 -0.075 0.268 -0.157 0.233
H 4.769880 0.889802 5.732168 -0.256 0.541 -0.122 0.228
H 4.320236 3.298481 5.042192 -0.254 -0.068 0.060 0.234
H 2.125579 4.363006 5.630430 0.127 -0.313 0.104 0.233
H 0.391341 3.058280 6.895086 0.510 -0.006 -0.167 0.216
H 0.069570 -2.583908 7.819673 0.563 -0.135 -0.109 0.229
H 1.715510 -4.420782 7.320220 0.154 0.400 -0.134 0.234
H 4.013213 -3.843249 6.480558 -0.319 0.156 0.009 0.234
H 4.676516 -1.403803 6.197732 -0.332 -0.509 0.065 0.227
H -0.760982 1.715032 5.742932 0.021 -0.346 -0.045 0.228
H -3.120335 1.321386 5.116944 0.227 -0.169 0.300 0.235
C -4.659016 3.852304 12.338717 0.254 0.316 -0.061 -0.594
C -4.260636 2.556013 13.057815 -0.084 -0.033 -0.193 -0.099
C -4.293982 2.820582 14.554919 0.125 -0.030 0.000 -0.609
C -5.351999 1.525321 12.737054 0.064 -0.404 0.048 -0.594
C -2.903080 2.066985 12.506892 -0.391 -0.005 -0.176 0.096
C -1.728563 1.815605 13.246547 0.076 -0.105 -0.578 -0.246
C -0.586937 1.358662 12.575387 0.014 -0.136 -0.668 0.103
N -0.546183 1.186270 11.219923 -0.849 0.516 -0.030 -0.420
B 0.686744 0.645491 10.356135 1.187 -0.150 0.663 -0.030
H 0.384925 0.572804 9.080152 0.558 0.138 0.456 -0.006
C -1.657714 1.493791 10.511582 -0.101 -0.082 0.274 0.063
C -2.843931 1.863825 11.115345 0.430 -0.012 -0.073 -0.194
H -4.691794 3.729463 11.255500 -0.084 -0.001 0.041 0.205
H -5.651111 4.174357 12.674479 0.201 -0.064 -0.028 0.224
H -3.942345 4.649311 12.552832 -0.078 0.028 0.014 0.217
H -4.085128 1.924732 15.132720 0.004 -0.163 0.100 0.215
H -3.584796 3.589391 14.848344 0.098 0.155 0.049 0.216
H -5.299449 3.166187 14.811661 0.174 -0.036 0.086 0.227
H -5.157404 0.578775 13.248050 -0.064 0.031 0.009 0.217
H -6.325581 1.905136 13.068243 0.208 -0.073 -0.052 0.225
H -5.417633 1.311084 11.669217 -0.041 0.056 0.008 0.203
H -1.669910 1.954028 14.333601 -0.123 -0.057 -0.588 0.251
H 0.339808 1.122192 13.102703 -0.336 0.056 -0.182 0.236
H 1.643059 1.383694 10.450313 -0.336 0.072 -0.135 -0.013
H 0.993612 -0.474476 10.702589 -0.349 0.060 -0.155 -0.017
H -1.578978 1.424322 9.424315 -0.023 -0.077 0.460 0.232
H -3.707860 1.999743 10.453877 0.393 0.089 0.483 0.228
```
Forces are in eV/Å.

Charge   +1
Multiplicity   1
DFT total energy   -35311.09990 eV